[1]
100
Properties=species:S:1:pos:R:3:forces:R:3 method="wB97M-V/def2-TZVPD" homo_energy_ev=-10.510 charge=+1 e_tot_ha=-3084.63660 orbital_gap_ev=7.70
Mg 6.2464 -10.8005 15.2138 0.562 0.352 0.035
C 7.1725 -11.7941 18.9331 -1.513 0.856 -0.933
C 7.7853 -13.0644 19.4673 0.509 -0.340 1.298
C 7.3109 -14.3159 18.7612 -0.120 -1.578 -0.084
Sb 5.2364 -15.1005 18.9766 0.169 0.571 0.150
C 4.3947 -13.8207 20.5133 -2.098 -0.996 -0.071
C 5.0211 -12.8766 21.2769 0.903 0.460 0.167
C 4.4042 -12.2422 22.3396 0.294 0.447 -0.164
C 3.0960 -12.4978 22.6326 -0.699 0.170 -0.314
C 2.3556 -13.3908 21.8781 0.947 -1.506 -0.357
C 3.0318 -14.0971 20.8725 0.030 0.117 -0.552
C 5.6650 -16.6882 20.3452 0.008 -0.218 0.522
C 5.9660 -17.9720 19.8789 0.072 0.861 0.383
C 6.3219 -18.9635 20.7664 -0.190 0.244 0.677
C 6.3289 -18.7366 22.1422 0.048 0.733 -0.810
C 6.0418 -17.4565 22.6250 -0.043 -0.646 -0.365
C 5.6857 -16.4523 21.7303 0.369 0.425 -0.539
Sb 8.1494 -9.8632 19.2859 -0.009 -0.215 0.947
C 9.1785 -10.5183 21.0639 1.029 -0.508 -0.562
C 10.5395 -10.8412 20.9961 0.112 -0.498 0.655
C 11.2237 -11.4750 22.0466 -0.891 0.384 0.196
C 10.4938 -11.8624 23.1654 0.600 -0.018 0.314
C 9.1395 -11.6424 23.2160 -0.910 0.245 1.052
C 8.5286 -10.9360 22.2016 -1.065 -0.241 0.072
C 6.6000 -8.7153 20.2979 0.441 0.807 0.326
C 5.5145 -8.1814 19.5875 0.007 -0.920 -0.566
C 4.6834 -7.2068 20.1162 0.259 0.513 1.083
C 4.9846 -6.6804 21.4000 -0.207 -0.186 -0.922
C 6.0822 -7.1513 22.1258 -0.625 0.308 -1.151
C 6.8874 -8.1417 21.5449 -0.503 -0.069 0.687
H 6.1039 -11.6409 19.2110 0.653 -0.300 0.164
H 7.0888 -11.8517 17.8208 0.382 -0.127 0.499
H 7.5737 -13.2339 20.5757 0.641 0.547 -1.381
H 8.8909 -12.9776 19.3702 -0.503 -0.211 0.142
H 7.8731 -15.2127 19.1137 -0.200 0.646 -0.044
H 7.4759 -14.3145 17.6768 -0.035 0.396 0.101
H 6.0386 -12.6094 21.0694 0.131 0.078 0.113
H 4.9474 -11.4948 22.8996 0.076 0.011 0.106
H 2.6092 -11.9392 23.3830 -0.403 0.433 0.983
H 1.3632 -13.7323 22.1744 0.115 0.485 -0.216
H 2.4497 -14.8680 20.3442 0.445 0.280 0.104
H 5.9899 -18.1755 18.8307 -0.073 -0.141 -0.605
H 6.6157 -19.9101 20.3873 0.112 -0.790 -0.231
H 6.6235 -19.5438 22.7804 0.049 -0.164 0.453
H 6.1282 -17.2920 23.6851 -0.149 0.291 0.189
H 5.5109 -15.4186 22.0374 -0.046 -0.485 0.376
H 11.0945 -10.6868 20.1109 0.520 0.556 -0.920
H 12.2951 -11.6171 22.0443 -0.001 -0.069 -0.307
H 10.9638 -12.2801 24.0460 0.238 -0.215 -0.186
H 8.5323 -11.9299 24.1097 0.688 0.173 -0.895
H 7.4745 -10.7598 22.2759 -0.551 0.105 0.139
H 5.3255 -8.6429 18.6090 -0.088 0.621 0.178
H 3.8218 -6.7812 19.5869 0.451 -0.390 0.034
H 4.3444 -5.8666 21.7448 0.293 -0.280 0.224
H 6.3188 -6.6718 23.0709 0.105 -0.357 -0.034
H 7.6792 -8.4979 22.1829 0.445 -0.102 -0.267
C 9.7878 -8.7529 14.7817 -0.537 -0.160 -0.865
C 8.2647 -8.6103 14.8242 0.629 0.376 -0.490
C 7.9574 -7.1636 15.2331 -0.493 -0.183 -0.861
O 7.7574 -9.4550 15.9058 -0.427 -0.736 -0.592
C 7.6673 -9.0996 13.4253 -0.832 0.231 1.521
O 8.1379 -8.6482 12.4076 -0.101 -0.222 0.090
O 6.6645 -9.9363 13.5571 0.492 0.468 -0.163
H 10.1522 -8.3567 15.6959 0.694 0.243 0.978
H 10.2230 -8.1695 13.9657 -0.276 -0.064 0.086
H 10.0990 -9.7838 14.6497 0.024 -0.249 0.030
H 8.4301 -6.9118 16.1839 0.291 -0.037 -0.213
H 6.8998 -6.9714 15.3733 -0.357 -0.230 -0.054
H 8.2709 -6.5155 14.4137 0.237 0.160 0.247
H 8.4768 -9.5478 16.5424 -0.125 -0.071 0.335
C 3.1089 -12.3499 16.5625 -1.503 0.111 -0.320
C 3.8712 -11.2345 17.1958 0.243 0.659 -0.117
C 3.3916 -10.6602 18.4955 0.233 0.815 -0.104
O 4.8048 -10.6585 16.6031 -0.305 -0.658 0.241
H 2.2830 -12.7174 17.2133 0.625 0.411 -0.425
H 3.6774 -13.2236 16.2716 0.569 0.034 -0.057
H 2.6462 -11.9254 15.6255 0.418 -0.400 0.801
H 4.2519 -10.3568 19.1272 -0.533 -0.499 -0.238
H 2.6779 -11.3061 19.0216 0.280 0.323 -0.130
H 2.9416 -9.6615 18.2238 0.067 -0.975 0.251
C 9.7867 -10.3171 9.9254 0.426 -0.635 -0.719
C 9.0950 -11.2979 10.7972 -0.989 -0.147 0.147
C 9.7503 -12.0829 11.7354 -0.871 0.115 0.669
C 9.0616 -12.8564 12.6540 -1.054 0.053 -0.870
C 7.6685 -12.9349 12.5961 -0.323 0.153 -0.369
C 6.9865 -12.2305 11.5992 0.179 0.320 0.109
C 7.7029 -11.4222 10.7143 0.151 -0.588 0.942
S 6.6409 -13.7206 13.8336 1.631 0.248 -0.029
C 7.8394 -14.8959 14.5409 -1.478 -1.010 0.069
O 6.5654 -12.7157 15.0084 -0.360 -0.130 -0.138
H 10.7107 -9.9645 10.3357 0.595 0.038 0.379
H 9.1945 -9.4516 9.7274 -0.632 0.494 -0.052
H 10.0200 -10.7860 8.9602 -0.010 0.096 0.105
H 10.7840 -11.9923 11.9039 1.305 0.075 -0.210
H 9.5903 -13.4436 13.3468 0.736 -0.418 0.834
H 5.8947 -12.2094 11.6007 0.298 -0.095 -0.174
H 7.1648 -10.7949 10.0462 -0.351 0.338 -0.536
H 8.6755 -14.3499 14.9201 0.282 0.431 0.521
H 8.2130 -15.6655 13.8471 -0.501 0.396 -0.014
H 7.2227 -15.3824 15.3410 0.871 0.372 -0.502

***

[2]
18
Properties=species:S:1:pos:R:3:forces:R:3 method="wB97M-V/def2-TZVPD" multiplicity=2 homo_energy_ev="-14.866 / -14.853" charge=+1 e_tot_ha=-363.86584 relative_energy_kj_mol=164.21 orbital_gap_ev="11.50 / 5.96"
C 0.2756 1.3390 0.1953 0.627 -0.584 -0.611
C -0.5610 0.0638 0.3058 -0.956 -1.295 0.773
C -1.8324 -0.0096 -0.5493 -0.404 -0.611 -0.006
O -2.5325 1.1944 -0.6367 0.514 0.240 0.060
N 0.2753 -1.1117 -0.0017 0.666 2.451 -1.757
C 1.5501 -1.2655 0.5589 1.765 -1.608 0.045
O 2.6760 -0.6549 -0.1196 -1.149 0.640 -0.008
H -0.3566 2.2105 0.2595 -0.260 0.156 0.135
H 0.7580 1.3560 -0.7835 -0.052 0.252 -0.062
H 1.0469 1.3585 0.9524 0.096 0.170 0.216
H -0.8562 -0.1196 1.3436 0.051 0.418 0.263
H -1.5986 -0.3597 -1.5557 0.128 0.327 -0.272
H -2.4889 -0.7895 -0.1418 0.162 -0.019 0.145
H -2.4618 1.6422 0.2139 -0.430 0.112 -0.031
H 0.3013 -1.3032 -1.0089 -0.409 -0.494 0.063
H 1.8715 -2.2941 0.2798 -0.768 -0.293 1.186
H 1.5495 -1.0330 1.6236 0.175 -0.035 -0.162
H 2.3841 -0.2234 -0.9355 0.245 0.172 0.023

***

[3]
10
Properties=species:S:1:pos:R:3:forces:R:3 method="wB97M-V/def2-TZVPD" homo_energy_ev=-15.737 charge=+1 e_tot_ha=-317.68591 relative_energy_kj_mol=409.18 orbital_gap_ev=9.30
C 1.1931 -0.7564 -0.4778 -1.568 -0.819 -1.463
N 0.2560 0.2617 0.0067 -1.775 -2.753 -0.649
O 0.5476 1.3910 -0.0258 1.763 3.527 -0.142
C -1.0524 -0.0536 0.3276 1.362 -2.775 0.236
N -1.6988 1.0567 0.5603 0.167 -1.693 0.044
N -2.1923 2.0005 0.7196 -1.900 3.479 0.571
H 0.7312 -1.7310 -0.2721 0.439 0.218 -0.759
H 1.6270 -0.4892 -1.4794 -1.677 -0.410 0.201
H 2.0900 -0.6601 -0.0161 2.456 0.306 2.617
H -1.5013 -1.0197 0.6568 0.731 0.920 -0.658

***

[4]
15
Properties=species:S:1:pos:R:3:forces:R:3 method="wB97M-V/def2-TZVPD" homo_energy_ev=-6.783 charge=0 e_tot_ha=-196.27944 relative_energy_kj_mol=601.14 orbital_gap_ev=7.65
C -0.0902 -0.8648 1.5918 -0.012 0.309 0.308
C -0.0194 -0.0406 0.4080 -0.015 -0.430 -0.039
C 1.1423 0.4253 -0.4550 0.047 0.010 0.012
C 0.0844 1.1456 -1.3535 -0.004 -0.004 0.011
C -1.0779 0.4656 -0.5588 -0.054 0.006 0.008
H -0.1120 -2.5418 1.4154 0.014 0.469 -0.141
H 0.8043 -0.9245 2.2083 -0.247 -0.037 -0.140
H -1.0404 -0.8911 2.1215 0.262 -0.042 -0.118
H -0.0532 -1.4716 0.5418 0.022 0.038 -0.325
H 1.8840 1.0815 0.0283 -0.217 -0.189 -0.112
H 1.6970 -0.3641 -0.9923 -0.164 0.148 0.156
H 0.1293 0.9003 -2.4220 -0.011 0.060 0.307
H 0.0986 2.2362 -1.2413 -0.003 -0.288 -0.008
H -1.6087 -0.3041 -1.1467 0.159 0.143 0.171
H -1.8379 1.1484 -0.1456 0.222 -0.193 -0.090

***

[5]
12
Properties=species:S:1:pos:R:3:forces:R:3 method="wB97M-V/def2-TZVPD" homo_energy_ev=-9.430 charge=0 e_tot_ha=-535.04911 relative_energy_kj_mol=76.38 orbital_gap_ev=8.93
C -2.8771 -1.2462 -0.0442 0.304 0.584 -0.115
P -1.9718 0.3735 -0.3292 0.111 -1.533 -0.524
O -2.6296 1.3566 0.5225 -0.505 1.021 0.727
H -2.1993 -1.9513 0.4356 0.154 -0.100 0.025
H -3.7488 -1.0987 0.5877 -0.047 0.100 0.034
H -3.1720 -1.6746 -1.0008 0.000 -0.069 -0.146
C 2.6554 1.1628 -0.4934 -0.026 0.149 -0.092
C 2.8844 0.2555 0.4330 -0.012 -0.222 0.157
H 1.7849 1.1171 -1.1274 -0.147 -0.047 -0.113
H 3.3195 1.9951 -0.6526 0.157 0.169 -0.004
H 3.7398 0.2857 1.0884 0.180 0.102 0.035
H 2.2146 -0.5756 0.5805 -0.168 -0.153 0.016

***

[6]
27
Properties=species:S:1:pos:R:3:forces:R:3 method="wB97M-V/def2-TZVPD" homo_energy_ev=-8.182 charge=0 e_tot_ha=-540.80018 relative_energy_kj_mol=129.35 orbital_gap_ev=9.06
C 2.0417 -0.0964 -0.3518 1.987 -1.962 -0.073
C 1.2066 1.0730 -0.3499 -1.889 0.741 -0.419
C 0.8980 1.7596 -1.6312 0.618 -0.130 -0.185
C -0.4456 2.3667 -1.4708 -2.687 -2.720 -2.296
O -1.2354 1.6823 -0.4614 2.589 -0.393 -0.088
C -0.2267 0.9595 0.2555 0.219 -0.094 1.099
C -0.7087 -0.3948 0.6760 -0.686 -0.138 -0.501
C -0.0189 -1.2372 1.5408 -0.631 -1.679 -1.082
C -0.4009 -2.6027 1.6331 -0.406 1.473 2.987
C -1.5764 -3.0473 1.0658 1.455 -0.200 -1.735
C -2.2437 -2.2181 0.1396 -0.420 -1.544 0.000
C -1.8867 -0.9103 -0.0276 1.297 1.847 1.754
C 0.9306 1.8141 0.8549 -1.438 0.672 1.724
H 2.1555 -0.6229 0.6164 0.436 0.907 -0.458
H 3.0080 0.0458 -0.8791 -0.266 0.148 0.699
H 1.5644 -0.8600 -0.9176 -0.570 -0.778 -0.867
H 0.8388 0.9860 -2.3648 0.077 -0.575 -0.737
H 1.5860 2.5066 -2.0016 0.514 0.217 0.092
H -0.4344 3.3461 -1.2213 0.080 3.248 0.534
H -0.9840 2.1668 -2.4462 0.254 0.897 0.979
H 0.9097 -1.0878 2.0500 0.165 1.081 0.258
H 0.0663 -3.0793 2.5499 -0.351 -0.255 -1.717
H -1.7031 -4.1165 1.0105 -0.703 -0.172 0.429
H -2.9929 -2.7497 -0.4770 0.043 0.910 0.468
H -2.4979 -0.1006 -0.4437 0.265 -0.918 -0.631
H 0.7896 2.8945 0.8520 -0.123 -0.159 -0.309
H 1.3600 1.5223 1.7996 0.169 -0.424 0.074